A 6-piece molecular cluster, C57H62F18IN2O4PS overall at a distorted geometry, computed with ωB97M-V with the def2-TZVPD basis set.

As for the HOMO-LUMO gap: 7.6 eV. The value obtained for the highest occupied orbital energy is -8.52 eV. As for the SMILES: CCCCCCCC[C@@H](CO[C@@](CCC(F)(F)C(F)(F)C(F)(F)C(F)(F)C(F)(F)C(F)(F)F)(N=C=S)P(C)C)O[C@@H](I)N(C(C)=O)C(C)=O.Fc1ccccc1.Fc1ccccc1.Fc1ccccc1.Fc1ccccc1.Fc1ccccc1. The value obtained for the total energy is -5453.7257 hartree.

Each line ends with the Mulliken charge.
Cartesian coordinates (Å):
C 1.0495 -7.0160 6.7120  -0.84
C -0.4509 -6.3377 7.0055  -0.33
C -0.3518 -4.7160 7.2346  -0.65
C -0.6351 -3.8145 5.8834  -0.28
C 0.7036 -3.5752 4.9446  -0.16
C 0.2856 -3.3061 3.3589  0.16
C 0.6841 -1.8039 2.8366  -0.73
C 0.5442 -1.7373 1.1713  0.19
C -1.0250 -2.1140 0.8279  -0.22
C -1.7064 -1.0263 -0.2370  -0.05
O -2.3071 0.0344 0.5937  -0.16
C -2.1690 1.3655 -0.0168  0.49
C -0.6051 1.9532 0.0237  -0.34
C -0.5761 3.5290 -0.4315  -0.72
C 0.5891 3.8856 -1.5574  0.78
F 0.6031 2.8571 -2.6245  -0.28
F 0.1457 5.1858 -2.1865  -0.33
C 2.0516 4.1958 -0.8781  0.39
F 2.2291 3.4192 0.4043  -0.27
F 2.0243 5.6443 -0.4492  -0.33
C 3.3306 4.0457 -1.8936  0.49
F 2.9744 4.4727 -3.2694  -0.26
F 4.4157 4.9924 -1.4388  -0.19
C 4.0117 2.5384 -1.8149  0.50
F 3.0017 1.4470 -1.6491  -0.23
F 4.8692 2.5292 -0.5715  -0.28
C 4.8956 2.2359 -3.1759  0.55
F 3.9833 1.7601 -4.2771  -0.25
F 5.7086 3.4304 -3.6165  -0.25
C 6.0038 1.0496 -2.8627  0.59
F 5.4702 -0.0944 -2.0874  -0.20
F 6.4466 0.4981 -4.1854  -0.24
F 7.2238 1.6428 -2.2051  -0.22
N -2.5994 1.4321 -1.4663  -0.48
C -3.7169 2.2148 -1.6243  0.21
S -5.1696 3.0378 -1.9670  -0.15
P -3.1741 2.5723 1.1350  0.23
C -4.8714 1.7402 1.6061  -0.62
C -2.2134 2.8284 2.7947  -0.68
O -1.2488 -3.5193 0.4554  -0.16
C -0.6037 -3.8716 -0.8203  -0.85
I 0.9560 -5.3767 -0.2877  0.04
N -1.6788 -4.4523 -1.7166  0.42
C -1.1235 -5.3629 -2.7880  0.43
C -0.4791 -4.6726 -4.1686  -0.82
O -1.1273 -6.7042 -2.7733  -0.51
C -2.6786 -5.1377 -0.8133  0.63
C -4.1786 -4.4213 -0.6389  -0.90
O -2.4810 -6.2436 -0.0919  -0.51
H 1.8947 -6.1923 6.8540  0.24
H 1.2925 -7.8609 7.5182  0.26
H 1.0662 -7.4650 5.6109  0.19
H -0.9078 -6.9174 7.9410  0.30
H -1.1153 -6.6521 6.0753  0.26
H -1.1883 -4.4407 8.0371  0.28
H 0.7149 -4.4335 7.6626  0.24
H -1.4379 -4.3832 5.2201  0.33
H -1.1318 -2.7997 6.2451  0.03
H 1.3407 -2.7096 5.4128  0.00
H 1.2902 -4.6021 4.9423  0.28
H -0.9049 -3.3670 3.3348  0.06
H 0.6661 -4.1860 2.6879  -0.11
H -0.1766 -1.0776 3.2317  -0.02
H 1.7102 -1.3958 3.2249  0.41
H 1.3279 -2.5099 0.7669  0.23
H 0.8243 -0.6288 0.8459  -0.11
H -1.6234 -1.9452 1.8471  0.13
H -0.9404 -0.6376 -1.0366  0.28
H -2.5861 -1.5746 -0.8111  -0.26
H -0.2274 1.7687 1.1407  0.16
H 0.0804 1.2774 -0.6691  0.23
H -1.6022 3.8942 -0.9197  0.31
H -0.3550 4.1637 0.5405  0.27
H -5.4397 2.3830 2.4226  0.17
H -5.4674 1.6340 0.5957  0.31
H -4.5968 0.6589 2.0192  0.12
H -1.5625 1.9071 3.1083  0.15
H -1.4797 3.7663 2.7211  0.26
H -2.9395 3.0707 3.6919  0.30
H -0.0032 -2.9729 -1.3093  0.53
H -0.6011 -3.5092 -4.1980  0.18
H -1.0398 -5.1569 -5.1017  0.33
H 0.6300 -5.0530 -4.2217  0.30
H -5.0562 -5.0951 -1.0200  0.36
H -4.2986 -4.2772 0.5401  0.25
H -4.2046 -3.3261 -1.0884  0.20
F 8.3400 8.6931 2.6665  -0.31
C 7.5576 8.3634 1.6303  0.30
C 7.6954 7.1121 1.0397  -0.38
C 6.8775 6.7665 -0.0360  -0.33
C 5.9374 7.6813 -0.5166  -0.43
C 5.8101 8.9368 0.0797  -0.45
C 6.6204 9.2778 1.1623  -0.34
H 8.4369 6.4177 1.4213  0.40
H 6.9721 5.7877 -0.4996  0.38
H 5.3027 7.4130 -1.3584  0.40
H 5.0805 9.6487 -0.2987  0.36
H 6.5287 10.2459 1.6434  0.39
F -4.9205 3.2329 4.6775  -0.19
C -5.8141 2.7985 5.5760  0.31
C -6.0112 1.4317 5.7394  -0.18
C -6.9379 0.9790 6.6785  -0.49
C -7.6657 1.8993 7.4368  -0.48
C -7.4644 3.2693 7.2619  -0.41
C -6.5297 3.7214 6.3308  -0.50
H -5.4428 0.7319 5.1356  0.46
H -7.0938 -0.0877 6.8193  0.36
H -8.3916 1.5458 8.1659  0.36
H -8.0350 3.9838 7.8503  0.36
H -6.3541 4.7825 6.1883  0.40
F -0.0420 -1.3903 6.4617  -0.04
C 0.1914 -0.5262 7.4584  0.39
C 1.4673 -0.4400 8.0046  -0.23
C 1.7120 0.4632 9.0390  -0.51
C 0.6742 1.2633 9.5234  -0.50
C -0.6042 1.1659 8.9720  -0.47
C -0.8458 0.2706 7.9303  -0.63
H 2.2589 -1.0754 7.6211  0.40
H 2.7079 0.5437 9.4675  0.36
H 0.8644 1.9645 10.3332  0.36
H -1.4113 1.7867 9.3535  0.37
H -1.8313 0.1884 7.4841  0.46
F -1.5144 -4.3930 -6.8335  -0.35
C -1.3099 -3.1331 -7.2400  0.37
C -1.8129 -2.0800 -6.4838  -0.27
C -1.5958 -0.7678 -6.9040  -0.46
C -0.8867 -0.5234 -8.0827  -0.63
C -0.3903 -1.5873 -8.8374  -0.02
C -0.5979 -2.8988 -8.4111  -0.64
H -2.3684 -2.2893 -5.5755  0.55
H -1.9781 0.0627 -6.3158  0.41
H -0.7215 0.5001 -8.4123  0.39
H 0.1577 -1.3947 -9.7566  0.30
H -0.2113 -3.7373 -8.9809  0.40
F 0.0760 -1.2436 -11.4857  -0.27
C 0.8077 -1.3375 -12.6040  0.41
C 1.1633 -0.1803 -13.2881  -0.39
C 1.9295 -0.2773 -14.4497  -0.40
C 2.3227 -1.5325 -14.9205  -0.50
C 1.9565 -2.6884 -14.2295  -0.41
C 1.1999 -2.5904 -13.0620  -0.33
H 0.8417 0.7854 -12.9120  0.39
H 2.2192 0.6220 -14.9876  0.35
H 2.9165 -1.6079 -15.8289  0.35
H 2.2602 -3.6645 -14.6001  0.35
H 0.9140 -3.4781 -12.5075  0.41

Force components x, y, z for each atom (eV/Å):
C 0.0 0.1 0.4
C 0.8 -1.0 -0.2
C -0.7 0.0 0.1
C -0.7 -0.5 0.0
C -0.6 -0.9 -0.1
C -0.8 0.4 0.9
C -1.2 0.0 -0.6
C 0.3 0.1 1.6
C -0.1 1.8 0.6
C -0.3 -1.8 -0.2
O 1.6 0.8 -2.6
C 1.3 0.2 1.8
C -0.1 -1.1 0.2
C 0.4 0.2 -0.1
C -2.4 0.7 -0.4
F 0.5 3.1 3.0
F 1.6 -3.8 1.4
C 0.0 2.1 1.7
F -0.4 2.2 -4.4
F 0.1 -4.7 -1.3
C 1.5 1.9 -0.1
F 1.0 -1.7 4.5
F -3.5 -3.1 -1.5
C -0.2 -0.7 1.4
F 3.2 3.7 -0.6
F -2.7 -0.2 -4.4
C 0.6 -0.1 -1.4
F 3.2 1.9 3.8
F -3.2 -4.0 1.5
C 2.3 -1.9 -1.1
F 1.9 4.3 -2.6
F -1.4 1.9 4.7
F -4.6 -2.4 -2.1
N -6.7 4.4 0.5
C 1.9 -2.2 -0.2
S 4.6 -2.5 0.8
P -0.8 0.9 0.6
C 0.7 -1.3 0.1
C 1.0 0.0 1.2
O 1.3 1.5 -2.1
C 0.0 0.9 0.6
I -0.3 0.5 -0.2
N 0.8 -1.9 0.7
C 0.8 -5.7 -1.9
C -0.6 -0.9 0.7
O -0.6 8.5 0.5
C -1.5 -5.1 4.1
C 1.0 0.7 0.9
O -0.6 6.9 -4.9
H -1.8 -1.8 -0.5
H -0.6 1.7 -2.0
H 0.2 1.0 2.5
H 0.9 1.6 -1.9
H 1.2 1.0 2.0
H 1.9 -0.4 -1.7
H -2.2 -0.6 -0.7
H 1.6 1.0 1.4
H 1.0 -2.8 -1.2
H -1.1 -1.9 -1.2
H -1.0 2.2 0.2
H 2.6 0.0 -0.1
H -0.5 1.9 1.1
H 2.0 -1.4 -0.6
H -1.9 -1.0 -0.8
H -1.7 1.5 0.4
H -0.7 -2.4 0.4
H 1.2 -0.6 -2.4
H -1.4 -0.6 1.7
H 1.8 1.1 1.1
H -0.8 0.7 -2.5
H -1.5 1.5 1.3
H 2.4 -0.9 1.1
H -0.4 -1.0 -2.3
H 1.3 -1.3 -1.9
H 1.1 0.3 2.2
H -1.0 2.2 -0.8
H -1.2 1.6 -0.5
H -1.6 -2.1 -0.1
H 1.3 -0.6 -2.1
H -1.5 -2.0 0.9
H 0.4 -2.3 0.2
H 1.2 1.1 2.6
H -2.1 1.0 0.2
H 1.9 1.3 0.6
H 0.3 -0.5 -2.6
H 0.0 -2.5 0.6
F 0.1 0.1 0.2
C -0.6 -0.3 -0.8
C 0.0 0.0 0.1
C -0.1 0.5 0.1
C 0.0 0.0 0.0
C 0.3 -0.3 0.1
C 0.0 0.0 0.1
H -0.1 0.1 0.0
H 0.0 0.2 0.1
H 0.1 0.1 0.2
H 0.1 -0.1 0.1
H 0.1 -0.1 0.0
F 0.2 0.2 -0.2
C -0.9 -0.4 0.9
C 0.1 0.0 -0.1
C 0.0 0.5 0.0
C 0.0 0.0 0.0
C 0.2 -0.4 -0.2
C 0.1 0.0 -0.1
H 0.0 0.1 0.0
H 0.1 0.2 -0.1
H 0.1 0.1 -0.1
H 0.1 -0.1 -0.1
H 0.0 -0.1 0.0
F 0.4 1.2 0.2
C 0.2 0.9 0.9
C 0.0 -0.1 -0.1
C -0.5 0.0 -0.1
C 0.0 0.0 0.0
C 0.4 -0.2 -0.1
C 0.0 -0.1 -0.1
H -0.1 0.0 0.0
H -0.2 -0.1 -0.1
H 0.0 -0.1 -0.2
H 0.1 -0.1 -0.1
H 0.1 0.0 0.0
F -0.2 -0.3 -0.4
C 0.2 1.2 -0.5
C 0.0 -0.1 0.1
C 0.2 -0.2 -0.3
C -0.1 -0.1 0.1
C 0.0 0.1 0.5
C -0.1 -0.1 0.1
H 0.0 0.0 -0.1
H 0.0 -0.2 -0.1
H 0.0 -0.2 0.1
H -0.2 -0.2 1.0
H -0.1 0.0 0.1
F -0.2 0.1 -0.6
C 0.8 -0.1 -1.3
C 0.0 0.0 0.1
C -0.1 -0.5 0.1
C 0.0 0.1 0.0
C -0.1 0.4 0.1
C -0.1 0.0 0.1
H 0.0 -0.1 0.0
H -0.1 -0.2 0.1
H -0.1 0.0 0.2
H -0.1 0.2 0.1
H 0.0 0.1 0.0